[1]
{"formula": "C5H9ClSi", "method": "ωB97M-V/def2-TZVPD", "symbols": ["C", "C", "C", "C", "C", "Si", "Cl", "H", "H", "H", "H", "H", "H", "H", "H", "H"], "coordinates": [[-1.1898, 0.0453, -1.3965], [-0.1187, 0.8509, -1.2988], [-1.7274, -0.7122, -0.1635], [-1.3657, -0.1778, 1.1560], [2.5639, 0.6078, 0.4594], [0.7802, 1.2810, 0.3662], [0.8086, 3.2922, 0.6473], [-1.6553, -0.1710, -2.2858], [0.2708, 1.2273, -2.1574], [-2.9079, -0.6887, -0.1411], [-1.3673, -1.8512, -0.3583], [-2.1914, 0.5670, 1.6051], [-0.8103, -0.8478, 1.8310], [2.2422, -0.4797, 0.1870], [3.2616, 1.0234, -0.2630], [3.0108, 0.7465, 1.4953]], "forces_ev_per_angstrom": [[1.7, 0.7, 3.4], [-0.7, -1.1, 2.7], [-1.7, -1.9, -1.3], [1.5, 2.7, 1.3], [-1.5, -1.2, 0.9], [-2.5, -2.2, -0.9], [-0.1, 0.6, 0.2], [-0.9, -0.4, -2.1], [1.0, 1.2, -2.6], [2.1, -0.4, -0.7], [-1.0, 2.5, 0.7], [2.3, -1.8, -0.7], [-0.8, 0.5, 0.0], [1.4, 1.5, 0.7], [-0.2, 0.0, -0.2], [-0.6, -0.6, -1.3]], "e_homo_ha": -0.294, "multiplicity": 1, "fmax_ev_per_a": 3.84, "orbital_gap_ev": 8.31, "energy_ha": -945.53000}


[2]
{"formula": "C13H18Cl16FIO6P2S", "method": "ωB97M-V/def2-TZVPD", "symbols": ["C", "C", "C", "I", "P", "F", "C", "O", "C", "C", "C", "O", "O", "C", "C", "O", "P", "O", "O", "S", "H", "H", "H", "H", "H", "H", "H", "H", "H", "H", "H", "H", "H", "H", "H", "H", "H", "H", "Cl", "C", "Cl", "Cl", "Cl", "Cl", "C", "Cl", "Cl", "Cl", "Cl", "C", "Cl", "Cl", "Cl", "Cl", "C", "Cl", "Cl", "Cl"], "coordinates": [[0.4737, 2.7483, 3.3138], [0.5049, 1.1980, 3.2508], [0.6925, 0.6570, 1.7915], [2.6012, 1.4884, 1.1198], [0.6491, -1.2131, 1.8099], [2.3028, -1.2054, 2.2083], [0.3583, -2.0213, 3.5011], [1.3234, -1.5924, 4.4529], [0.7666, -1.5341, 5.7524], [1.0493, -2.3727, 0.4072], [0.9323, -1.7976, -1.0106], [0.3966, -2.4485, -1.7889], [1.4799, -0.5926, -1.3591], [0.6995, 0.1234, -2.2668], [-0.0102, 1.3987, -1.7782], [0.5654, -0.1311, -3.3850], [-1.5475, -1.3259, 1.4625], [-2.3705, -0.2363, 2.4107], [-1.9895, -1.0070, -0.0940], [-2.3091, -3.0818, 1.8906], [1.4727, 3.2023, 3.2597], [0.0484, 3.0806, 4.2745], [-0.1034, 3.1620, 2.4706], [-0.4214, 0.8318, 3.7199], [1.3412, 0.8626, 3.8807], [-0.1503, 1.0746, 1.2164], [-0.6310, -1.7263, 3.8835], [0.4377, -3.1198, 3.4227], [0.4273, -0.5179, 6.0282], [1.5103, -1.8829, 6.4849], [-0.1090, -2.1982, 5.8809], [2.0469, -2.7883, 0.6104], [0.3564, -3.2274, 0.4761], [-1.0662, 1.4109, -2.0640], [0.4790, 2.2157, -2.3427], [0.1754, 1.6111, -0.7212], [-3.3037, -0.3585, 2.1635], [-2.4361, -1.7795, -0.4653], [-2.8051, 2.5220, 0.2727], [-4.4101, 1.9681, -0.2310], [-5.1969, 1.1460, 1.1249], [-5.3828, 3.3577, -0.7258], [-4.2458, 0.8447, -1.5793], [-2.3826, -4.1997, -2.8106], [-1.1485, -5.2257, -3.5600], [-0.3196, -4.3189, -4.8299], [0.0225, -5.7314, -2.3352], [-1.9215, -6.6551, -4.2617], [-1.1724, 3.7113, -3.2033], [-0.3074, 3.8559, -4.7434], [-1.0907, 5.0839, -5.7505], [1.3707, 4.3237, -4.4326], [-0.3324, 2.2989, -5.5779], [4.1308, 3.4853, -5.1401], [4.5423, 2.0186, -4.2437], [5.4333, 2.4517, -2.7751], [3.0383, 1.2015, -3.8137], [5.5351, 0.9548, -5.2516]], "forces_ev_per_angstrom": [[0.0, -0.1, -0.1], [0.5, 0.5, 0.3], [-0.1, 0.5, 0.8], [-0.6, -0.1, -0.3], [2.6, 0.3, 1.4], [-0.4, -0.2, -0.2], [0.1, 0.3, 0.5], [-0.3, 0.0, -0.1], [-0.3, -0.2, 0.8], [0.0, 0.6, 0.5], [1.6, 0.7, 2.5], [-2.5, -2.6, -3.5], [0.0, 0.4, 1.3], [-1.4, 2.5, 2.3], [1.6, -0.2, 0.6], [0.3, -1.9, -3.3], [-3.2, -0.9, -0.1], [1.2, -0.2, -1.3], [0.9, 0.8, 0.8], [0.5, -0.1, -0.2], [-0.2, -0.3, -0.1], [-0.1, -0.2, -0.4], [0.0, 0.0, 0.4], [0.1, -0.1, -0.4], [-0.3, -0.2, -0.3], [0.5, -0.2, -0.2], [0.1, -0.3, -0.4], [-0.4, 0.4, -0.4], [0.3, -0.2, -0.2], [-0.1, 0.3, -0.4], [0.3, 0.1, -0.2], [-0.2, 0.5, -0.1], [0.0, 0.5, -0.3], [0.4, -0.4, 0.2], [-0.1, -0.6, 0.4], [-0.3, -0.1, -0.2], [0.0, 0.1, 0.3], [0.0, -0.2, 0.1], [0.0, 0.0, 0.0], [0.1, 0.0, -0.1], [-0.1, 0.0, 0.0], [0.1, -0.1, 0.1], [0.0, 0.1, -0.1], [0.0, -0.1, 0.0], [0.1, 0.1, 0.0], [-0.1, 0.0, 0.1], [-0.1, 0.0, 0.0], [0.0, 0.1, 0.0], [-0.5, 0.8, -0.5], [0.0, 0.1, -0.1], [0.0, -0.1, 0.1], [-0.6, 0.1, 0.1], [0.0, 0.1, 0.1], [0.7, -0.1, -0.2], [-0.1, 0.0, 0.1], [0.0, 0.0, -0.1], [0.3, -0.1, -0.1], [-0.1, 0.1, 0.1]], "e_homo_ha": -0.332, "smiles": "CC[C@@H](I)P(F)(COC)(CC(=O)OC(C)=O)P(O)(O)=S.ClC(Cl)(Cl)Cl.ClC(Cl)(Cl)Cl.ClC(Cl)(Cl)Cl.ClC(Cl)(Cl)Cl", "multiplicity": 1, "fmax_ev_per_a": 5.03, "orbital_gap_ev": 8.93, "energy_ha": -9799.10031}


[3]
{"formula": "C3H5NO2", "method": "ωB97M-V/def2-TZVPD", "symbols": ["N", "C", "O", "C", "C", "O", "H", "H", "H", "H", "H"], "coordinates": [[1.1566, 1.2022, 0.0714], [0.9648, -0.1231, 0.0095], [1.6888, -1.0144, 0.0309], [-0.5773, -0.4483, -0.4740], [-1.6616, -0.4069, 0.5982], [-1.4021, 0.6164, -0.4169], [1.7922, 1.3369, 0.5742], [0.0951, 1.6475, 0.3986], [-0.6747, -1.1420, -1.1967], [-1.4210, -0.3480, 1.6311], [-2.5369, -0.8562, 0.3793]], "forces_ev_per_angstrom": [[-15.6, -0.9, -7.2], [-6.8, 1.3, -3.0], [4.3, -3.8, 0.8], [2.1, 1.0, 4.8], [3.3, 0.8, -2.0], [-1.5, 1.8, 0.9], [12.5, 3.8, 9.8], [4.1, -1.2, -1.4], [-0.2, -2.1, -2.7], [0.4, 1.0, 0.6], [-2.7, -1.7, -0.6]], "e_homo_ha": -0.352, "smiles": "NC(=O)[C@H]1CO1", "multiplicity": 1, "fmax_ev_per_a": 17.24, "orbital_gap_ev": 10.44, "energy_ha": -322.41704}


[4]
{"formula": "C49H40BrCrN4O2P2", "method": "ωB97M-V/def2-TZVPD", "symbols": ["Cr", "O", "C", "C", "C", "C", "C", "C", "C", "N", "N", "C", "O", "C", "C", "C", "C", "C", "C", "H", "H", "H", "H", "H", "H", "H", "H", "H", "H", "C", "P", "C", "C", "C", "C", "C", "C", "C", "C", "C", "C", "C", "C", "C", "C", "C", "C", "C", "P", "C", "C", "C", "C", "C", "C", "C", "C", "C", "C", "C", "C", "N", "H", "H", "H", "H", "H", "H", "H", "H", "H", "H", "H", "H", "H", "H", "H", "H", "H", "H", "H", "H", "H", "H", "H", "H", "H", "H", "Br", "C", "C", "C", "C", "C", "N", "H", "H", "H", "H"], "coordinates": [[0.4485, -1.1123, -0.5392], [0.5604, 0.7409, -0.6181], [1.2199, 1.5529, 0.3152], [0.9669, 2.9956, -0.0478], [1.6362, 4.1139, 0.2380], [2.9639, 3.0785, 2.1200], [3.4539, 1.8776, 1.3829], [2.6699, 1.1646, 0.5771], [3.1389, -0.1580, 0.2200], [2.3529, -1.1374, 0.0422], [2.9581, -2.4023, 0.0413], [2.0074, -3.2917, 0.0191], [0.7425, -2.9918, -0.1159], [2.3624, -4.7237, 0.1675], [3.6822, -5.1238, 0.3667], [3.9793, -6.4677, 0.5307], [2.9637, -7.4178, 0.4965], [1.6491, -7.0204, 0.2951], [1.3490, -5.6749, 0.1312], [0.0871, 3.0708, -0.6848], [1.2437, 5.0371, -0.1804], [3.6944, 3.3573, 2.8756], [4.4733, 1.5341, 1.5561], [4.2014, -0.3745, 0.2905], [4.4595, -4.3713, 0.3943], [5.0045, -6.7761, 0.6960], [3.1988, -8.4669, 0.6341], [0.8562, -7.7582, 0.2745], [0.3281, -5.3447, -0.0171], [1.2319, -0.2687, 2.8582], [0.7300, 1.4176, 2.2390], [1.6367, 2.7952, 2.8025], [2.8717, 4.2818, 1.0988], [2.9493, 5.6011, 1.8128], [2.3174, 5.8940, 2.9654], [1.3904, 5.1111, 3.7568], [1.0268, 3.7945, 3.5961], [-0.9678, 1.6916, 2.7994], [-1.8596, 2.3348, 1.9459], [-3.1730, 2.5487, 2.3364], [-3.6015, 2.1186, 3.5862], [-2.7060, 1.4995, 4.4495], [-1.3893, 1.2839, 4.0594], [0.1103, -1.2032, 2.4585], [-0.6905, -2.0353, 3.1888], [-1.8879, -2.2329, 2.4302], [-1.7637, -1.4786, 1.2974], [-2.7897, -1.1662, 0.2538], [-1.9468, -0.8078, -1.3282], [-2.1221, 0.9891, -1.6815], [-1.4015, 1.4658, -2.7788], [-1.4892, 2.7942, -3.1617], [-2.3075, 3.6687, -2.4514], [-3.0447, 3.1966, -1.3774], [-2.9556, 1.8597, -0.9983], [-3.2340, -1.2683, -2.5795], [-2.9444, -1.8291, -3.8190], [-3.9505, -2.0417, -4.7595], [-5.2560, -1.6814, -4.4756], [-5.5549, -1.1027, -3.2473], [-4.5543, -0.8978, -2.3116], [-0.5064, -0.8813, 1.2590], [1.3713, -0.1993, 3.9330], [2.1831, -0.5495, 2.4167], [3.7360, 4.2301, 0.4247], [3.6134, 6.3478, 1.3848], [2.4924, 6.8983, 3.3484], [0.8537, 5.6612, 4.5228], [0.1551, 3.5022, 4.1677], [-1.5101, 2.6744, 0.9779], [-3.8648, 3.0577, 1.6718], [-4.6313, 2.2695, 3.8902], [-3.0336, 1.1794, 5.4319], [-0.6934, 0.8224, 4.7493], [-0.4648, -2.4427, 4.1665], [-2.7526, -2.8166, 2.7214], [-3.3921, -0.3114, 0.5681], [-3.4578, -2.0103, 0.1006], [-0.7597, 0.7875, -3.3336], [-0.9136, 3.1528, -4.0072], [-2.3678, 4.7125, -2.7356], [-3.6917, 3.8697, -0.8264], [-3.5423, 1.5091, -0.1557], [-1.9341, -2.0912, -4.0711], [-3.7042, -2.4890, -5.7159], [-6.0388, -1.8385, -5.2083], [-6.5706, -0.8007, -3.0222], [-4.8048, -0.4375, -1.3619], [0.0967, -4.0209, -2.7988], [1.1847, -2.5385, -3.2245], [1.9207, -2.6852, -4.3935], [2.7676, -1.6747, -4.7928], [2.8431, -0.5389, -4.0135], [2.0826, -0.4718, -2.8696], [1.2581, -1.4511, -2.4418], [1.8181, -3.5972, -4.9633], [3.3517, -1.7749, -5.7010], [3.4891, 0.2907, -4.2742], [2.0908, 0.4132, -2.2507]], "forces_ev_per_angstrom": [[-1.0, 0.9, 1.3], [0.5, -0.3, 0.2], [-0.6, -0.6, 0.7], [0.0, 0.0, -0.4], [0.1, -0.1, 0.1], [-0.2, 0.1, -0.1], [0.3, 0.3, 0.2], [-0.2, 0.0, -0.8], [0.5, 0.2, 0.2], [0.3, -0.6, 0.1], [-0.3, 0.2, 0.0], [-0.3, 0.0, 0.0], [0.3, 0.1, -0.3], [-0.1, 0.0, 0.0], [0.0, 0.0, 0.0], [0.0, 0.0, 0.0], [0.0, 0.0, 0.0], [0.0, 0.0, 0.0], [-0.1, -0.1, 0.0], [0.1, 0.0, 0.0], [0.0, -0.1, 0.0], [0.1, 0.1, 0.0], [-0.1, 0.0, 0.0], [0.1, 0.0, 0.1], [0.0, 0.0, 0.0], [0.0, 0.0, 0.0], [0.0, 0.0, 0.0], [0.0, 0.0, 0.0], [0.1, 0.0, 0.1], [-0.5, -0.3, -0.5], [0.6, 0.6, 0.3], [0.0, -0.4, -0.2], [-0.1, -0.2, 0.1], [-0.1, -0.1, 0.0], [-0.1, 0.0, 0.1], [0.0, -0.2, -0.2], [0.2, 0.2, -0.1], [-0.1, -0.2, -0.4], [0.1, 0.1, 0.0], [0.0, 0.0, 0.1], [0.1, 0.0, 0.0], [0.0, 0.0, 0.0], [-0.1, 0.0, 0.1], [0.0, 0.7, -0.1], [0.0, -0.1, 0.1], [0.0, 0.0, 0.2], [0.4, -0.1, 0.1], [0.2, 0.0, 0.1], [-0.4, 0.4, -0.4], [0.2, 0.0, 0.0], [0.0, 0.1, 0.0], [0.0, 0.0, 0.0], [0.0, 0.0, 0.0], [0.0, 0.0, 0.0], [-0.1, 0.0, 0.0], [0.1, -0.2, 0.0], [-0.2, 0.1, 0.1], [0.1, 0.0, 0.0], [0.0, 0.0, 0.0], [0.0, 0.0, 0.0], [-0.1, -0.1, 0.0], [-0.2, -0.4, -0.3], [-0.1, 0.0, 0.1], [0.2, 0.1, 0.1], [0.0, 0.0, 0.0], [-0.1, -0.1, 0.0], [0.0, -0.1, 0.0], [0.0, 0.0, -0.1], [0.0, -0.1, 0.1], [-0.1, 0.0, 0.1], [0.1, 0.0, 0.0], [0.1, 0.0, 0.0], [0.0, 0.0, -0.1], [0.0, -0.1, -0.1], [-0.1, 0.1, -0.1], [0.1, 0.1, 0.0], [-0.1, 0.0, 0.0], [-0.1, -0.1, 0.0], [0.0, 0.0, 0.0], [0.0, 0.0, 0.0], [0.0, 0.0, 0.0], [0.0, 0.0, 0.0], [0.1, 0.1, -0.1], [0.3, -0.1, 0.0], [0.0, 0.0, 0.1], [0.0, 0.0, 0.0], [0.0, 0.0, 0.0], [0.0, 0.0, -0.1], [-0.2, 0.2, 0.0], [0.2, 0.1, 0.1], [0.0, -0.1, -0.1], [0.1, -0.1, -0.2], [0.1, 0.3, 0.0], [-0.1, 0.2, 0.1], [0.4, -0.5, -0.9], [0.0, 0.0, 0.0], [0.0, 0.0, 0.1], [-0.1, -0.1, 0.0], [0.0, 0.0, 0.0]], "e_homo_ha": [-0.207, -0.207], "s_squared": 0.7590, "multiplicity": 2, "fmax_ev_per_a": 1.83, "orbital_gap_ev": [4.96, 5.23], "energy_ha": -6561.83601}


Question: What is the formula in the first record?
Answer: C5H9ClSi


Question: Number 4 is which compound?
Answer: C49H40BrCrN4O2P2